P) ORCA calculation (wB97M-V/def2-TZVPD) on a structure of composition C27H26AsN2OS2TeZn.

Properties
- total charge = -1
- orbital gap (eV) = 6.6
- LUMO energy (eV) = 2.3

Element x y z (Å)
Zn 0.1144 -0.0321 0.1007
S -0.2282 -0.3779 2.3817
C -1.1167 -1.8363 2.8216
C -1.2022 -2.0986 4.1990
C -1.8440 -3.2212 4.6828
C -2.4240 -4.1304 3.8043
C -2.3516 -3.8847 2.4442
C -1.7153 -2.7497 1.9424
As -1.6260 -2.3491 0.0433
C -2.9786 -3.6187 -0.5828
C -4.3110 -3.2310 -0.4541
C -5.3374 -4.0688 -0.8637
C -5.0427 -5.3044 -1.4255
C -3.7194 -5.6942 -1.5690
C -2.6927 -4.8575 -1.1471
C 0.0099 -3.3027 -0.4180
C 0.8470 -3.8728 0.5337
C 2.0350 -4.4792 0.1439
C 2.3864 -4.5244 -1.1965
C 1.5602 -3.9415 -2.1483
C 0.3859 -3.3172 -1.7598
H -0.7403 -1.3970 4.8827
H -1.8870 -3.3905 5.7524
H -2.9235 -5.0175 4.1732
H -2.8002 -4.5870 1.7516
H -4.5465 -2.2630 -0.0244
H -6.3679 -3.7549 -0.7506
H -5.8419 -5.9585 -1.7521
H -3.4809 -6.6563 -2.0063
H -1.6619 -5.1737 -1.2517
H 0.5776 -3.8354 1.5823
H 2.6884 -4.9089 0.8933
H 3.3154 -4.9930 -1.4981
H 1.8476 -3.9439 -3.1925
H -0.2216 -2.7970 -2.4906
O 0.0133 -0.1439 -1.7360
C -2.2872 4.0842 0.5715
Te -1.6086 2.4164 -0.5860
C 0.2707 3.3066 -1.0933
H -1.9583 4.9901 0.0669
H -1.9060 4.0632 1.5894
H -3.3745 4.0566 0.5863
H 0.3113 4.2850 -0.6187
H 0.3419 3.4012 -2.1724
H 1.0796 2.6779 -0.7319
N 2.5750 -0.4974 -1.8710
C 3.0547 0.1433 -0.8609
N 2.3452 0.5849 0.2003
C 3.0959 1.3104 1.0832
C 2.6115 1.9312 2.2370
C 3.4785 2.6488 3.0475
C 4.8298 2.7645 2.7370
C 5.3296 2.1527 1.5918
C 4.4667 1.4386 0.7821
S 4.8035 0.5817 -0.6984
H 0.9447 -0.2599 -2.0320
H 3.2663 -0.6680 -2.5911
H 1.5642 1.8313 2.4941
H 3.0935 3.1235 3.9423
H 5.4927 3.3269 3.3824
H 6.3794 2.2353 1.3370

Results of the Mulliken charge analysis, in e, for atoms 1 through 2: atom 1 (Zn): 1.01, atom 2 (S): -0.37



Q) ORCA calculation (wB97M-V/def2-TZVPD) on a structure of composition C27H26AsN2OS2TeZn.

Properties
- total charge = -1
- orbital gap (eV) = 5.5
- LUMO energy (eV) = 2.3

Element x y z (Å)
Zn 0.2285 0.0751 -0.0637
S 2.6191 0.0233 0.0703
C 3.3202 -1.5794 0.3195
C 4.7070 -1.6195 0.5320
C 5.3673 -2.8122 0.7543
C 4.6657 -4.0139 0.7760
C 3.2970 -3.9920 0.5718
C 2.6237 -2.7950 0.3446
As 0.7108 -2.6794 0.0724
C 0.2688 -4.5536 -0.2760
C 0.5928 -5.0324 -1.5450
C 0.3331 -6.3471 -1.8983
C -0.2663 -7.2035 -0.9846
C -0.5962 -6.7350 0.2773
C -0.3282 -5.4186 0.6326
C 0.1990 -2.6313 2.0007
C 1.2080 -2.4335 2.9473
C 0.9288 -2.3820 4.3055
C -0.3712 -2.5434 4.7548
C -1.3820 -2.7477 3.8306
C -1.1089 -2.7723 2.4678
H 5.2562 -0.6858 0.5225
H 6.4390 -2.8052 0.9157
H 5.1781 -4.9509 0.9542
H 2.7345 -4.9186 0.5950
H 1.0534 -4.3663 -2.2669
H 0.5920 -6.7012 -2.8886
H -0.4772 -8.2301 -1.2575
H -1.0647 -7.3959 0.9965
H -0.5827 -5.0711 1.6246
H 2.2340 -2.3085 2.6317
H 1.7363 -2.2162 5.0086
H -0.5945 -2.5087 5.8145
H -2.4067 -2.8710 4.1603
H -1.9401 -2.9376 1.7963
O -1.4738 0.5263 -0.1487
C -4.2320 -0.4442 -0.8098
Te -2.5154 -1.5631 -0.2309
C -3.8331 -3.3814 -0.1264
H -4.9789 -0.4736 -0.0189
H -4.6534 -0.8301 -1.7354
H -3.8474 0.5638 -0.9400
H -4.3337 -3.5540 -1.0814
H -4.5825 -3.2676 0.6607
H -3.2239 -4.2627 0.0956
N 2.6352 3.0102 -1.6964
C 1.7700 3.4805 -0.7534
N 0.9347 2.7599 -0.0951
C 0.2171 3.5335 0.8107
C -0.7951 3.0556 1.6385
C -1.4180 3.9483 2.4927
C -1.0606 5.2972 2.5290
C -0.0701 5.7871 1.6931
C 0.5547 4.8926 0.8375
S 1.8063 5.2011 -0.3428
H 2.4761 2.0624 -2.0029
H 2.9707 3.6579 -2.3858
H -1.0913 2.0148 1.5461
H -2.2109 3.5915 3.1378
H -1.5689 5.9725 3.2056
H 0.2037 6.8342 1.7045

Results of the Mulliken charge analysis, in e, for atoms 1 through 2: atom 1 (Zn): 0.26, atom 2 (S): -0.48



How do the energies compare? Relative to the most stable structure, in hartree: P) 0.0000; Q) 0.0815.